# C4H15N2O2

A cluster of 3 separate species, C4H15N2O2 in total in a non-equilibrium geometry (ωB97M-V with the def2-TZVPD basis set, the Open Molecules 2025 dataset).

Atoms and positions in Å:
N (-1.33, 0.71, -0.18)
C (-0.67, 0.25, 0.97)
C (0.60, 1.05, 1.25)
N (1.55, 1.20, 0.19)
C (2.41, 0.07, -0.12)
C (1.88, -0.90, -1.22)
O (0.45, -0.75, -1.60)
H (-2.31, 0.49, -0.19)
H (-0.36, -0.87, 0.82)
H (-0.88, 0.27, -0.99)
H (-1.34, 0.35, 1.82)
H (0.91, -1.59, 1.20)
H (0.33, 2.06, 1.55)
H (1.16, 0.57, 2.06)
H (1.14, 1.55, -0.67)
H (3.38, 0.42, -0.45)
H (2.54, -0.45, 0.84)
H (2.33, -1.89, -1.08)
H (2.40, -0.58, -2.13)
H (0.45, -1.09, -0.66)
H (-5.14, -0.58, 0.23)
H (-4.99, -0.11, -1.24)
O (-4.52, -0.21, -0.41)

Gap between HOMO and LUMO ... 5.24 eV
Maximum force ... 4.64 eV/Å
LUMO level ... -0.3056 Eh
E_HOMO ... -13.56 eV
Total energy ... -11452.598 eV
Charge ... +1

***

# C4H15N2O2

A cluster of 3 separate species, C4H15N2O2 in total in a non-equilibrium geometry (ωB97M-V with the def2-TZVPD basis set, the Open Molecules 2025 dataset).

Atoms and positions in Å:
C (-0.94, -1.10, -0.45)
C (0.14, -0.38, -1.19)
C (0.33, 1.05, -0.65)
C (1.41, 1.73, -0.36)
N (-1.04, 1.73, -0.51)
N (-0.73, -1.81, 0.82)
H (-1.96, -0.63, -0.23)
H (-1.11, -2.11, -1.12)
H (0.06, -0.51, -2.29)
H (1.02, -0.98, -0.93)
H (2.36, 1.27, -0.49)
H (1.62, 2.79, -0.01)
H (-1.56, 1.59, -1.36)
H (-1.00, 2.64, -0.07)
H (-1.46, 1.08, 0.13)
H (-0.35, -1.47, 1.68)
H (-0.19, -2.64, 0.66)
H (-2.66, 1.80, 2.34)
H (-2.21, 0.26, 2.09)
O (-2.37, 1.14, 1.71)
H (3.25, -1.73, 0.87)
H (3.89, -2.24, -0.65)
O (3.21, -1.95, -0.06)

Gap between HOMO and LUMO ... 9.90 eV
Maximum force ... 4.82 eV/Å
LUMO level ... -0.1100 Eh
E_HOMO ... -12.89 eV
Total energy ... -11458.025 eV
Charge ... +1

***

# C4H15N2O5

A cluster of 4 separate species, C4H15N2O5 in total in a non-equilibrium geometry (ωB97M-V with the def2-TZVPD basis set, the Open Molecules 2025 dataset).

Atoms and positions in Å:
N (2.00, 0.88, -0.24)
C (1.06, 2.03, -0.24)
C (0.26, 2.19, 1.15)
N (-1.16, 2.10, 0.83)
C (-1.74, 0.85, 1.31)
C (-0.73, -0.39, 0.82)
O (0.24, -0.72, 1.62)
O (-1.17, -0.96, -0.18)
H (2.06, 0.35, 0.67)
H (1.64, 0.10, -0.82)
H (1.86, 2.89, -0.59)
H (0.31, 1.93, -1.08)
H (0.61, 1.38, 1.83)
H (0.52, 3.17, 1.33)
H (-1.74, 2.83, 0.93)
H (-2.70, 0.61, 0.88)
H (-1.73, 0.77, 2.44)
H (0.23, -1.50, -1.26)
H (1.32, -2.43, -1.18)
O (0.88, -1.91, -1.94)
H (1.04, -3.59, 0.43)
H (0.95, -2.18, 1.19)
O (1.46, -2.90, 0.78)
H (-1.98, -0.67, -3.25)
H (-1.56, 0.15, -1.99)
O (-1.39, -0.10, -3.02)

Gap between HOMO and LUMO ... 8.25 eV
Maximum force ... 9.87 eV/Å
LUMO level ... 0.1332 Eh
E_HOMO ... -4.63 eV
Total energy ... -17608.793 eV
Charge ... -1

***

# C4H15N2S2

A cluster of 2 separate species, C4H15N2S2 in total in a non-equilibrium geometry (ωB97M-V with the def2-TZVPD basis set, the Open Molecules 2025 dataset).

Atoms and positions in Å:
C (0.09, 1.89, -2.96)
S (0.10, 1.48, -1.15)
S (1.24, -0.27, -1.02)
C (2.91, 0.46, -0.78)
H (1.09, 2.22, -3.31)
H (-0.36, 1.11, -3.53)
H (-0.61, 2.71, -3.05)
H (3.01, 0.79, 0.26)
H (3.63, -0.27, -1.03)
H (2.99, 1.37, -1.38)
C (-0.73, -1.48, 1.87)
N (-0.06, -1.06, 3.12)
C (-1.45, -0.28, 1.32)
N (-2.03, -0.56, -0.07)
H (-1.48, -2.30, 2.02)
H (-0.02, -1.87, 1.11)
H (0.10, -1.94, 3.65)
H (0.91, -0.76, 2.98)
H (-0.79, 0.58, 1.20)
H (-2.28, 0.04, 1.95)
H (-3.01, -0.67, -0.04)
H (-1.73, 0.23, -0.66)
H (-1.52, -1.39, -0.48)

Gap between HOMO and LUMO ... 9.73 eV
Maximum force ... 2.74 eV/Å
LUMO level ... -0.1131 Eh
E_HOMO ... -12.80 eV
Total energy ... -29035.565 eV
Charge ... +1

***

# C4H15N3O

A cluster of 3 separate species, C4H15N3O in total in a non-equilibrium geometry (ωB97M-V with the def2-TZVPD basis set, the Open Molecules 2025 dataset).

Atoms and positions in Å:
C (-2.87, 0.82, 0.58)
C (-1.49, 0.16, 0.57)
N (-0.85, 0.17, -0.72)
O (-1.56, -1.19, 0.99)
H (-2.79, 1.85, 0.24)
H (-3.55, 0.27, -0.07)
H (-3.29, 0.83, 1.59)
H (-0.82, 0.69, 1.26)
H (-1.50, -0.05, -1.47)
H (-0.34, 1.06, -0.90)
H (-2.42, -1.36, 1.42)
C (2.22, 1.27, -1.27)
N (1.35, 1.99, -0.70)
H (3.11, 0.86, -0.80)
H (2.13, 1.13, -2.35)
H (1.50, 2.09, 0.30)
C (1.63, -1.56, -0.40)
N (1.80, -1.12, 0.98)
H (0.77, -0.88, -0.83)
H (2.61, -1.62, -0.87)
H (1.21, -2.57, -0.48)
H (0.87, -1.03, 1.39)
H (2.30, -1.82, 1.53)

SMILES ... C[C@H](N)O.C=N.CN
Gap between HOMO and LUMO ... 9.54 eV
Maximum force ... 2.74 eV/Å
LUMO level ... 0.0349 Eh
E_HOMO ... -8.59 eV
Total energy ... -10907.563 eV
Charge ... 0

***

# C4H15N3O

A cluster of 2 separate species, C4H15N3O in total in a non-equilibrium geometry (ωB97M-V with the def2-TZVPD basis set, the Open Molecules 2025 dataset).

Atoms and positions in Å:
C (2.45, 0.57, 0.69)
N (1.03, 0.39, 0.40)
C (0.68, 0.95, -0.85)
C (-0.83, 0.85, -1.09)
N (-1.36, -0.46, -1.51)
C (-1.82, -1.40, -0.47)
N (-0.62, -2.22, 0.11)
H (3.14, 0.34, -0.12)
H (2.61, 1.69, 0.88)
H (2.72, 0.07, 1.65)
H (0.81, -0.61, 0.49)
H (1.25, 0.89, -1.73)
H (0.81, 2.07, -0.55)
H (-1.38, 1.24, -0.24)
H (-0.95, 1.50, -1.95)
H (-0.53, -0.92, -1.89)
H (-2.34, -0.84, 0.36)
H (-2.51, -2.16, -0.90)
H (-0.61, -2.72, 0.94)
H (-0.18, -2.76, -0.62)
O (-1.13, 1.02, 2.06)
H (-0.98, 1.75, 2.64)
H (-0.26, 0.75, 1.69)

SMILES ... CNCCNCN.O
Gap between HOMO and LUMO ... 9.88 eV
Maximum force ... 5.09 eV/Å
LUMO level ... 0.0336 Eh
E_HOMO ... -8.97 eV
Total energy ... -10907.752 eV
Charge ... 0

***

# C4H15N3O3

A cluster of 3 separate species, C4H15N3O3 in total in a non-equilibrium geometry (ωB97M-V with the def2-TZVPD basis set, the Open Molecules 2025 dataset).

Atoms and positions in Å:
N (-1.23, 2.97, -0.27)
C (-0.38, 2.56, -1.43)
C (-0.50, 1.01, -1.48)
N (-0.27, 0.33, -0.22)
C (0.81, -0.38, 0.08)
O (0.99, -0.76, 1.24)
C (1.80, -0.88, -1.01)
N (3.01, -1.42, -0.36)
H (-2.23, 2.83, -0.40)
H (-1.14, 3.98, -0.17)
H (-0.82, 2.88, -2.37)
H (0.64, 2.86, -1.22)
H (0.22, 0.69, -2.24)
H (-1.46, 0.72, -1.91)
H (-0.88, 0.57, 0.55)
H (1.26, -1.75, -1.40)
H (2.06, -0.22, -1.83)
H (2.72, -1.78, 0.54)
H (3.67, -0.64, -0.32)
O (-0.48, -2.57, 3.04)
H (-0.06, -1.97, 2.44)
H (-0.36, -2.22, 3.90)
O (-2.84, -2.19, 1.76)
H (-2.04, -2.58, 2.18)
H (-2.47, -2.05, 0.89)

SMILES ... NCCNC(=O)CN.O.O
Gap between HOMO and LUMO ... 10.10 eV
Maximum force ... 2.95 eV/Å
LUMO level ... 0.0203 Eh
E_HOMO ... -9.54 eV
Total energy ... -15004.288 eV
Charge ... 0

***

# C4H15N3P2

A cluster of 2 separate species, C4H15N3P2 in total in a non-equilibrium geometry (ωB97M-V with the def2-TZVPD basis set, the Open Molecules 2025 dataset).

Atoms and positions in Å:
C (-0.21, -2.35, -0.50)
C (2.06, -0.52, -1.19)
C (-1.97, 0.65, 1.60)
C (-0.16, 2.55, 0.45)
N (0.14, -1.85, -3.09)
N (0.94, 0.12, 1.81)
N (-0.07, 2.27, 3.17)
P (0.37, -1.19, -1.64)
P (-0.16, 1.22, 1.80)
H (-0.18, -1.91, 0.60)
H (-1.28, -2.69, -0.83)
H (0.27, -3.30, -0.66)
H (1.91, -0.23, -0.19)
H (2.80, -1.24, -1.34)
H (2.05, 0.34, -1.79)
H (-2.72, 1.45, 1.62)
H (-2.16, 0.09, 0.55)
H (-2.12, -0.07, 2.46)
H (-0.71, 3.28, 0.82)
H (0.82, 3.09, 0.21)
H (-0.58, 2.15, -0.53)
H (0.49, -1.21, -3.86)
H (0.29, 1.95, 4.02)
H (-0.72, 3.02, 3.11)

Gap between HOMO and LUMO (spin up / spin down) ... 8.89 / 5.62 eV
Maximum force ... 5.49 eV/Å
LUMO level (spin up / spin down) ... -0.0025 / -0.0492 Eh
E_HOMO (spin up / spin down) ... -8.96 / -6.96 eV
Total energy ... -27434.898 eV
Charge ... 0

***

# C4H15N4

A cluster of 2 separate species, C4H15N4 in total in a non-equilibrium geometry (ωB97M-V with the def2-TZVPD basis set, the Open Molecules 2025 dataset).

Atoms and positions in Å:
C (2.01, -1.51, 0.72)
N (2.73, -0.21, 0.69)
C (1.86, 0.91, 0.36)
N (1.49, 0.86, -1.12)
H (2.61, -2.28, 1.21)
H (1.13, -1.45, 1.35)
H (1.84, -1.89, -0.28)
H (3.16, 0.03, 1.59)
H (2.38, 1.85, 0.58)
H (0.91, 0.88, 0.91)
H (1.95, 1.65, -1.58)
H (1.84, 0.02, -1.62)
C (-2.86, -0.65, 1.39)
N (-1.88, -0.25, 0.36)
C (-2.21, 0.20, -0.87)
N (-1.37, 0.76, -1.67)
H (-3.18, 0.23, 1.98)
H (-2.31, -1.36, 2.07)
H (-3.63, -1.28, 0.93)
H (-0.93, -0.06, 0.66)
H (-3.27, 0.02, -1.09)
H (-0.33, 0.82, -1.48)
H (-1.74, 0.96, -2.60)

Gap between HOMO and LUMO ... 9.69 eV
Maximum force ... 3.37 eV/Å
LUMO level ... -0.1072 Eh
E_HOMO ... -12.61 eV
Total energy ... -10345.395 eV
Charge ... +1

***

# C4H15NO2

A cluster of 3 separate species, C4H15NO2 in total in a non-equilibrium geometry (ωB97M-V with the def2-TZVPD basis set, the Open Molecules 2025 dataset).

Atoms and positions in Å:
C (-1.22, -1.07, 2.12)
C (0.23, -0.62, 1.95)
C (0.42, 0.26, 0.72)
N (0.14, -0.46, -0.52)
C (0.75, 0.11, -1.72)
H (-1.97, -0.29, 2.15)
H (-1.27, -1.80, 2.92)
H (-1.47, -1.67, 1.23)
H (0.83, -1.52, 1.77)
H (0.50, -0.01, 2.80)
H (1.47, 0.49, 0.63)
H (-0.17, 1.18, 0.79)
H (-0.83, -0.70, -0.68)
H (0.03, 0.37, -2.49)
H (1.39, -0.61, -2.23)
H (1.35, 0.98, -1.46)
O (0.91, -3.32, -0.29)
H (0.67, -2.43, -0.60)
H (0.34, -3.47, 0.47)
O (-0.33, 4.72, -2.62)
H (-0.89, 5.37, -3.07)
H (-0.89, 4.50, -1.86)

SMILES ... CCCNC.O.O
Gap between HOMO and LUMO ... 9.60 eV
Maximum force ... 1.70 eV/Å
LUMO level ... 0.0233 Eh
E_HOMO ... -8.96 eV
Total energy ... -9975.901 eV
Charge ... 0

***

# C4H15NO2

A cluster of 3 separate species, C4H15NO2 in total in a non-equilibrium geometry (ωB97M-V with the def2-TZVPD basis set, the Open Molecules 2025 dataset).

Atoms and positions in Å:
C (-1.73, -0.03, -1.09)
C (-0.64, 0.10, -0.05)
N (0.41, 1.08, -0.37)
C (1.04, 1.66, 0.81)
C (0.08, 2.14, -1.33)
H (-1.38, -0.24, -2.09)
H (-2.31, 0.90, -1.09)
H (-2.47, -0.74, -0.74)
H (-1.11, 0.25, 0.94)
H (-0.10, -0.83, 0.14)
H (0.42, 2.41, 1.28)
H (1.29, 0.84, 1.48)
H (1.99, 2.10, 0.51)
H (0.60, 3.05, -1.08)
H (-0.96, 2.45, -1.27)
H (0.38, 1.89, -2.36)
O (-0.13, -5.04, 3.59)
H (-1.08, -4.98, 3.46)
H (0.05, -4.95, 4.54)
O (2.07, -0.96, -1.55)
H (2.13, -0.86, -2.51)
H (1.44, -0.26, -1.26)

SMILES ... CCN(C)C.O.O
Gap between HOMO and LUMO ... 9.50 eV
Maximum force ... 1.24 eV/Å
LUMO level ... 0.0309 Eh
E_HOMO ... -8.66 eV
Total energy ... -9975.616 eV
Charge ... 0